Below is a molecular structure, C41H45GaNO5P in a non-equilibrium geometry, with properties calculated with the ωB97M-V functional and the def2-TZVPD basis.

The calculation puts the energy relative to the best compared isomer or geometry (same formula, charge and spin) at 0.000 eV. For the highest occupied orbital energy (spin up / spin down), the calculation gives 0.0087 / 0.0560 Eh. As for the net charge: -2. The value obtained for the largest force on an atom is 2.5 eV/A. The calculation puts the orbital gap (spin up / spin down) at 3.3 / 2.0 eV. The value obtained for the total energy is -116634.358 eV. The lowest unoccupied orbital energy (spin up / spin down) is 0.13125 / 0.13120 hartree.

The geometry in XYZ format:
```
94
C41H45GaNO5P (the ωB97M-V functional and the def2-TZVPD basis)
C 2.29840 5.03687 -0.71419
C 1.15251 4.62639 0.24449
C 3.20701 3.80771 -0.94475
C 3.04086 2.99858 0.33788
H 4.23098 4.14538 -1.14110
H 2.84701 3.24209 -1.81429
C 1.56715 3.25586 0.75005
H 0.19856 4.62763 -0.29629
H 1.08958 5.33620 1.07760
C 0.92778 2.13983 -0.03430
H 1.40114 3.12930 1.82604
H 3.78014 3.39345 1.04828
C 3.13172 1.45603 0.18444
C 1.89988 5.66689 -2.02813
C 3.11749 6.16059 -0.07369
O 4.18185 5.93487 0.47257
O 0.76159 5.90488 -2.40054
O 2.97892 5.99815 -2.75701
O 2.65637 7.43376 -0.20986
C 1.24771 7.79685 -0.11124
H 0.59486 7.01951 0.31538
H 0.89325 8.06694 -1.11248
H 1.24356 8.67326 0.54161
C 2.68515 6.81485 -3.89789
H 2.15107 6.22553 -4.65194
H 3.66120 7.13505 -4.26302
H 2.06955 7.67082 -3.59465
O 1.81531 1.01470 0.01721
H 0.83547 2.42446 -1.09318
H -0.09633 1.85129 0.25589
C 3.63393 0.88325 1.50846
C 3.98869 0.94752 -0.98772
H 4.73738 1.68979 -1.28684
H 3.38963 0.69374 -1.87494
H 4.50188 0.03818 -0.66492
H 3.35664 -0.17184 1.60406
H 3.18272 1.43093 2.34617
H 4.72509 0.98927 1.53181
Ga -0.15456 -1.18785 -0.78616
C -1.43326 -0.16868 2.63903
C -0.64193 0.99460 2.85341
C -1.38474 2.11156 2.36858
H 0.33698 1.01799 3.31905
C -2.61332 1.63409 1.83710
C -2.65104 0.22409 2.01675
H -3.46603 -0.42762 1.72257
H -1.14611 -1.18497 2.89221
H -1.08243 3.15486 2.41212
H -3.40390 2.23245 1.39666
C -0.10299 -0.65617 -2.72113
C -1.53120 -0.96290 -2.42627
C -2.21806 0.27684 -2.35634
H -1.97414 -1.96033 -2.51767
C -1.30724 1.32683 -2.58753
C -0.02364 0.79297 -2.78945
H 0.86095 1.34364 -3.10196
H 0.59005 -1.34537 -3.20591
H -3.29842 0.39743 -2.21145
H -1.55275 2.38144 -2.66249
N -0.81997 -2.05163 0.58218
P -1.30742 -3.55566 0.61289
C -1.75158 -4.04607 2.27772
C -2.86894 -3.41786 2.85662
C -3.32025 -3.82515 4.10889
C -2.63889 -4.85374 4.77735
C -1.50422 -5.45120 4.21494
C -1.04889 -5.03898 2.96609
C -2.88505 -3.85050 -0.20330
C -3.29087 -5.18377 -0.30465
C -4.54029 -5.49141 -0.84004
C -5.37135 -4.43980 -1.25374
C -4.98278 -3.11103 -1.12558
C -3.73514 -2.79539 -0.58557
C -0.16761 -4.76419 -0.08241
C 1.06026 -5.00330 0.56760
C 1.90243 -6.02076 0.11562
C 1.57041 -6.71373 -1.05402
C 0.45325 -6.34096 -1.81219
C -0.38882 -5.32393 -1.35441
H -3.38738 -2.62298 2.31469
H -4.20128 -3.34495 4.54694
H -2.99718 -5.18393 5.75038
H -0.97354 -6.25512 4.73587
H -0.17337 -5.50862 2.51806
H -2.62724 -5.99320 0.01777
H -4.84301 -6.53292 -0.93713
H -6.34337 -4.67880 -1.68782
H -5.64198 -2.29392 -1.45063
H -3.40682 -1.75707 -0.47708
H 1.33975 -4.40076 1.43513
H 2.80308 -6.26913 0.68479
H 2.20819 -7.52976 -1.39516
H 0.22108 -6.84831 -2.75172
H -1.22912 -4.98493 -1.96812
```

---

Below is a molecular structure, C41H45NP2Pb in a non-equilibrium geometry, with properties calculated with the ωB97M-V functional and the def2-TZVPD basis.

The calculation puts the energy relative to the best compared isomer or geometry (same formula, charge and spin) at 3.460 eV. For the highest occupied orbital energy, the calculation gives -0.1557 Eh. As for the net charge: 0. The value obtained for the largest force on an atom is 4.0 eV/A. The calculation puts the orbital gap at 3.5 eV. The value obtained for the total energy is -68554.482 eV. The lowest unoccupied orbital energy is -0.02845 hartree.

The geometry in XYZ format:
```
90
C41H45NP2Pb (the ωB97M-V functional and the def2-TZVPD basis)
Pb 1.07847 -0.59246 -2.92692
C 2.18383 1.27985 -3.62434
C 1.14720 1.95125 -2.94712
C -0.02091 2.60602 -3.60871
C -0.71830 1.73577 -4.68546
C -0.68798 0.26464 -4.43316
C 0.19481 -0.64504 -5.04394
C 1.55363 -0.31829 -5.61622
C 2.22330 0.99451 -5.11452
C -1.27933 -1.63128 1.69740
H 3.16211 1.25341 -3.11313
H 1.36324 2.33780 -1.94289
H 0.28561 3.55958 -4.08421
H -0.77595 2.87056 -2.84322
H -1.77909 2.04218 -4.68981
H -0.33268 1.99887 -5.68297
H -1.62033 -0.10749 -3.98366
H -0.20352 -1.61426 -5.35485
H 1.49573 -0.29537 -6.71694
H 2.22447 -1.15000 -5.32301
H 3.29193 0.91516 -5.38690
H 1.81121 1.82807 -5.69386
H -1.33429 -2.64661 2.11274
H -1.89725 -0.95495 2.30925
H -0.26993 -1.21757 1.71273
P 0.14506 1.25718 1.17535
P -1.97908 -1.63628 0.05803
C -0.96249 1.06222 -0.25198
C -1.64342 -0.04455 -0.70503
C -0.21947 2.96820 1.64040
C -0.39658 4.04524 0.75208
C -0.59315 5.33134 1.28157
C -0.62100 5.52363 2.66899
C -0.48124 4.43839 3.54824
C -0.29384 3.15216 3.03757
C 1.93477 1.46497 0.67830
C 2.67876 0.29479 0.36642
C 4.01958 0.41898 -0.05882
C 4.74158 1.57368 0.26704
C 4.03905 2.69028 0.71943
C 2.64118 2.68339 0.82333
C -3.76374 -1.92763 0.11502
C -4.57614 -0.95037 0.73396
C -5.96209 -1.12640 0.78640
C -6.53267 -2.28209 0.22305
C -5.73713 -3.21905 -0.44720
C -4.35501 -3.04741 -0.49814
C -1.25125 -2.95967 -0.93773
C -0.59500 -4.02385 -0.29887
C 0.12918 -4.94631 -1.05875
C 0.19129 -4.83685 -2.45438
C -0.58285 -3.85827 -3.09473
C -1.29974 -2.92137 -2.34470
H -1.25812 2.02381 -0.71165
H -2.30502 0.10972 -1.57510
H -0.38009 3.89390 -0.33165
H -0.72715 6.18001 0.60392
H -0.75679 6.52755 3.07781
H -0.52150 4.57474 4.62906
H -0.19687 2.28087 3.69197
H 2.20454 -0.69542 0.48356
H 4.50725 -0.38195 -0.61705
H 5.83294 1.58090 0.19228
H 4.59805 3.60308 0.94707
H 2.12669 3.60799 1.10717
H -4.13904 -0.03979 1.15877
H -6.59563 -0.37501 1.26626
H -7.60392 -2.45132 0.31371
H -6.19206 -4.08742 -0.93366
H -3.73922 -3.77743 -1.02653
H -0.65634 -4.13017 0.78621
H 0.64767 -5.75566 -0.55058
H 0.85289 -5.48912 -3.02999
H -0.58993 -3.80411 -4.18535
H -1.90972 -2.15744 -2.84443
C 2.95325 0.75570 3.58745
C 2.39010 -0.21440 4.53164
C 2.83384 -0.40856 5.88465
C 2.01392 -1.41963 6.41589
C 1.10043 -1.77500 5.36389
C 0.05275 -2.80428 5.47191
N 1.35091 -1.04506 4.24300
H 2.19130 1.45606 3.23581
H 3.37407 0.25440 2.71417
H 3.74261 1.33718 4.06785
H 3.65042 0.13050 6.33776
H 2.02723 -1.85850 7.40935
H 0.50481 -3.80001 5.57799
H -0.55133 -2.62559 6.36948
H -0.60343 -2.80924 4.59626
```